A cluster of 8 separate species, C7H30N2O11 in total. Source: the Open Molecules 2025 dataset; level of theory: wB97M-V/def2-TZVPD.

HOMO energy ... -9.77 eV
SMILES string ... NC(N)=O.OCCO.OCCO.OCCO.O.O.O.O
E_LUMO ... -0.091 eV
Net charge ... 0
2S+1 ... 1
Total energy ... -1221.758831 Eh

Last column: Mulliken charge in e.
Atoms and positions in Å:
C: -1.7347 4.7383 3.4626  0.646
O: -1.4843 5.9370 3.4054  -0.653
N: -2.9488 4.1411 3.4106  -0.403
N: -0.7896 3.8898 3.7639  -0.357
H: -3.0001 3.1335 3.4589  0.182
H: -3.6493 4.7351 2.9904  0.230
H: 0.1892 4.1352 3.7204  0.214
H: -1.1503 2.9492 3.8362  0.139
C: 1.8157 -5.5266 -4.5052  -0.376
C: 2.9502 -5.5683 -3.4770  -0.387
O: 2.5432 -5.1672 -2.2086  -0.495
O: 1.4114 -4.2014 -4.8271  -0.495
H: 1.0219 -6.1094 -4.0379  0.270
H: 2.0294 -5.9820 -5.4721  0.321
H: 3.7875 -4.9604 -3.8199  0.281
H: 3.4063 -6.5567 -3.5339  0.285
H: 2.0271 -5.8730 -1.8121  0.308
H: 0.7579 -3.9311 -4.1779  0.287
C: 3.3153 4.2842 -0.9543  -0.328
C: 4.5072 5.2386 -1.3696  -0.465
O: 4.5084 5.4786 -2.7517  -0.509
O: 3.5280 2.9677 -1.4317  -0.510
H: 2.3096 4.5526 -1.2777  0.307
H: 3.2374 4.1866 0.1285  0.276
H: 5.4518 4.9167 -0.9311  0.310
H: 4.4205 6.1920 -0.8485  0.303
H: 3.6812 5.7953 -3.1218  0.310
H: 2.8581 2.4289 -1.0044  0.306
C: -3.8070 -0.3093 -2.4863  -0.294
C: -3.2005 1.0489 -2.9264  -0.295
O: -4.0569 1.5705 -3.9103  -0.533
O: -3.2367 -1.4566 -3.1781  -0.541
H: -4.8714 -0.2755 -2.7188  0.263
H: -3.6426 -0.3965 -1.4123  0.271
H: -2.1663 0.8829 -3.2281  0.243
H: -3.2157 1.7885 -2.1258  0.294
H: -3.8604 1.2234 -4.7835  0.294
H: -3.6753 -1.7720 -3.9717  0.299
O: -3.8424 -0.3661 5.3313  -0.638
H: -3.8722 -1.2925 5.0924  0.320
H: -4.1963 -0.3360 6.2202  0.320
O: 0.9374 -1.4495 1.4471  -0.638
H: 0.2430 -1.6327 2.0800  0.323
H: 1.2508 -2.3130 1.1781  0.315
O: 2.0039 -2.2330 7.2902  -0.642
H: 1.5191 -1.8311 8.0110  0.320
H: 2.3629 -1.4931 6.8004  0.321
O: -2.1726 -4.8012 3.4811  -0.638
H: -1.7821 -5.4384 2.8831  0.312
H: -1.7185 -4.9421 4.3119  0.326

Forces on the atoms, in the same order (eV/Å):
C 0.1 2.6 0.7
O -1.0 0.1 -0.8
N -1.0 0.7 -0.4
N 1.8 -2.9 0.5
H -0.5 0.4 -0.4
H -0.3 -0.6 0.2
H -0.4 -0.2 0.1
H 1.3 -0.2 0.1
C 0.1 0.3 0.3
C 0.6 -0.3 -2.0
O -0.1 0.2 0.5
O -0.2 -0.2 0.2
H -0.5 0.0 -0.2
H 0.5 -0.2 0.2
H -0.2 0.6 0.2
H -0.2 -0.5 0.5
H 0.0 -0.1 0.0
H 0.1 0.2 0.1
C 0.9 -0.1 0.5
C -2.6 0.1 0.8
O 1.4 -0.5 -0.6
O 0.4 -0.3 -0.4
H 0.1 1.0 -0.4
H 0.3 0.6 0.4
H 0.2 -0.8 -1.0
H -0.7 0.3 0.2
H -0.2 -0.1 0.6
H 0.1 -0.3 -0.1
C 0.4 0.0 -0.8
C -0.8 -1.3 0.2
O 0.0 0.9 -0.9
O 0.7 0.5 1.0
H -0.1 0.2 0.4
H 0.0 -0.7 -0.1
H 0.1 0.1 -0.3
H 0.0 -0.2 0.2
H 0.2 -0.1 0.0
H -0.5 0.6 0.2
O 0.1 0.2 -0.1
H 0.0 -0.3 -0.1
H -0.1 0.1 0.2
O 0.1 0.2 0.0
H -0.2 0.0 0.2
H 0.1 -0.2 -0.1
O 0.0 -0.2 -0.1
H -0.1 0.1 0.2
H 0.1 0.2 -0.2
O -0.2 0.2 0.0
H 0.1 -0.2 -0.2
H 0.1 0.0 0.2

A cluster of 10 separate species, C7H30O10 in total. Source: the Open Molecules 2025 dataset; level of theory: wB97M-V/def2-TZVPD.

HOMO energy ... -8.86 eV
SMILES string ... C/C=C(\C)CCC=O.O.O.O.O.O.O.O.O.O
E_LUMO ... 0.160 eV
Net charge ... 0
2S+1 ... 1
Total energy ... -1036.936154 Eh

Last column: Mulliken charge in e.
Atoms and positions in Å:
O: 0.9034 1.7890 1.6441  -0.466
C: 1.8546 1.0845 1.9373  -0.179
C: 1.8719 -0.3885 1.6881  -0.219
C: 2.3948 -0.5800 0.1806  -0.508
C: 1.4276 -1.3889 -0.6409  1.319
C: 0.9061 -0.9678 -1.8006  -0.404
C: -0.0187 -1.8232 -2.5881  -1.516
C: 1.1211 -2.6151 0.1318  -1.432
H: 2.8264 1.4849 2.4238  0.227
H: 2.6436 -0.8858 2.2126  0.364
H: 0.9671 -0.9150 1.9935  0.032
H: 3.4933 -0.8289 0.1100  0.290
H: 2.2150 0.4442 -0.2191  0.174
H: 1.0870 -0.0514 -2.3183  0.432
H: 0.4503 -1.8621 -3.6490  0.308
H: -0.2001 -2.8799 -2.2794  0.315
H: -1.0393 -1.5060 -2.5982  0.370
H: 0.3499 -3.2602 -0.0819  0.543
H: 2.0857 -3.3096 0.1863  0.179
H: 0.8590 -2.2491 1.2088  0.211
H: 3.2391 -2.9407 -3.1255  0.306
H: 3.8794 -3.1294 -1.6318  0.307
O: 3.6951 -2.5010 -2.3648  -0.630
H: -1.7015 -1.7347 -0.0552  0.318
H: -2.6508 -0.7101 0.2450  0.412
O: -2.1238 -1.3618 0.7277  -0.712
H: -3.8674 -1.6942 -0.1901  0.393
H: -3.2592 -2.9122 -0.8710  0.278
O: -3.8801 -2.2099 -0.9741  -0.630
H: 2.1984 3.2701 -2.1056  0.411
H: 0.8761 4.0230 -1.6459  0.284
O: 1.8385 3.7080 -1.4475  -0.624
H: 1.6788 2.4650 -3.8706  0.317
H: 2.6940 1.5072 -3.6631  0.298
O: 2.5936 2.4083 -3.6905  -0.691
H: -3.6549 1.2126 0.2079  0.351
H: -4.0900 0.6701 -1.2872  0.264
O: -3.5852 0.4414 -0.4717  -0.701
H: -4.0449 2.8432 0.3606  0.326
H: -3.7682 2.7094 1.7472  0.241
O: -3.3895 2.6223 1.0103  -0.557
H: -1.5768 -1.0133 2.7288  0.282
H: -1.7104 -1.3647 4.1539  0.301
O: -1.0757 -1.0521 3.5161  -0.604
H: -0.9966 2.4621 4.0579  0.326
H: -1.3921 1.8131 2.6903  0.366
O: -1.8433 2.2078 3.5273  -0.670

Forces on the atoms, in the same order (eV/Å):
O 1.2 -0.5 0.6
C -0.3 0.5 0.6
C 1.1 -0.2 -1.1
C -1.1 2.4 -0.2
C 0.3 0.4 0.0
C -0.5 -1.8 1.3
C 0.7 -1.6 -1.8
C 2.5 -0.4 2.5
H -1.2 0.0 -0.7
H 0.8 -0.2 1.3
H -0.2 0.8 -0.4
H -1.3 0.0 0.1
H 1.0 -0.5 -0.2
H 0.6 0.7 0.4
H -1.3 0.0 1.4
H 1.0 0.6 0.1
H -0.7 1.0 -0.6
H -1.9 -1.3 -1.3
H -1.8 1.5 0.1
H 0.7 -1.4 -2.1
H 0.7 0.2 1.5
H -0.5 0.3 -1.2
O 0.0 -0.6 -0.3
H 0.6 -0.3 0.4
H -0.1 0.9 0.3
O 0.7 -0.2 0.1
H -0.1 0.2 1.0
H 0.4 -0.7 0.4
O -1.2 -0.4 -2.1
H 2.4 -3.3 -5.4
H 3.0 -1.2 0.3
O -5.4 4.7 5.5
H -1.7 0.6 -0.5
H 1.0 -3.6 0.2
O 0.7 2.7 -0.1
H 0.5 -1.6 -1.5
H 0.6 -0.4 1.1
O -1.1 1.9 0.2
H -0.4 0.8 -0.5
H -4.5 1.1 9.8
O 4.7 -1.2 -9.1
H -0.8 0.1 -1.9
H -0.2 -0.1 0.5
O 1.1 0.0 1.2
H -2.4 -0.6 -1.3
H -1.1 0.9 2.0
O 3.5 -0.3 -0.8

A cluster of 10 separate species, C7H30O10 in total. Source: the Open Molecules 2025 dataset; level of theory: wB97M-V/def2-TZVPD.

HOMO energy ... -7.45 eV
SMILES string ... CC/C(C)=C/C=C/O.O.O.O.O.O.O.O.O.O
E_LUMO ... 0.188 eV
Net charge ... 0
2S+1 ... 1
Total energy ... -1036.931946 Eh

Last column: Mulliken charge in e.
Atoms and positions in Å:
C: 0.8450 -0.5938 -3.9679  -1.415
C: 0.7505 -0.7247 -2.4082  -0.352
C: -0.0948 0.2785 -1.7421  1.486
C: -0.5393 -0.0837 -0.4689  0.172
C: -0.8956 0.9809 0.4564  0.010
C: -0.8701 0.7913 1.7886  -0.630
O: -1.2755 1.7875 2.6792  -0.560
C: -0.2491 1.6564 -2.3513  -1.956
H: 1.1055 0.3958 -4.2707  0.355
H: -0.1425 -0.6128 -4.5281  0.295
H: 1.5561 -1.5021 -4.1601  0.346
H: 1.7958 -0.5064 -2.2210  0.174
H: 0.4654 -1.6663 -1.9826  0.542
H: -0.2990 -1.1208 -0.1793  -0.211
H: -1.3006 1.9594 0.0604  0.427
H: -0.6059 -0.1081 2.2767  0.371
H: -1.6511 2.5609 2.3522  0.326
H: -0.8078 2.3697 -1.7321  0.280
H: -0.9350 1.6025 -3.2403  0.357
H: 0.7332 2.1754 -2.5714  0.259
H: 1.8146 -0.8400 0.7422  0.441
H: 0.3738 -1.5976 0.7375  -0.196
O: 1.2222 -1.5465 1.1589  -0.642
H: -3.1832 -0.2984 -0.8212  0.345
H: -4.2956 0.7342 -0.3084  0.250
O: -3.4538 0.4741 -0.3071  -0.614
H: 4.3396 -0.8908 0.2880  0.217
H: 3.9791 -2.1610 0.7656  0.283
O: 3.6897 -1.4434 0.1562  -0.517
H: -2.7163 2.0515 -1.1918  0.471
H: -2.0406 3.2329 -1.9923  0.474
O: -2.5886 3.0361 -1.1420  -0.701
H: 1.9687 1.5682 2.1753  0.251
H: 1.5972 1.9506 3.6596  0.344
O: 2.3045 1.6621 3.0371  -0.644
H: -1.6006 -2.7108 1.5646  0.332
H: -0.8537 -3.9563 1.0304  0.321
O: -1.3228 -3.0518 0.7168  -0.648
H: 1.7796 -2.3798 3.0840  0.298
H: 1.1516 -1.0786 3.6777  0.341
O: 1.2739 -2.0119 3.7933  -0.625
H: 3.9803 1.2266 -0.1890  0.241
H: 2.9836 2.1257 0.4959  0.256
O: 3.1242 1.5810 -0.2330  -0.502
H: -3.1553 -2.7392 -1.9815  0.268
H: -1.7397 -2.0258 -1.8741  0.309
O: -2.7209 -1.9358 -2.0474  -0.628

Forces on the atoms, in the same order (eV/Å):
C -1.4 -2.8 0.3
C 0.0 1.5 -2.2
C -0.8 -0.1 2.9
C 1.4 1.9 -3.0
C -0.7 0.0 1.3
C -1.2 2.6 -1.3
O 1.6 -3.1 1.8
C -0.1 0.6 -0.3
H 1.5 0.5 0.1
H 0.9 -1.0 0.7
H -1.2 2.1 -0.9
H 0.3 -0.1 1.1
H 0.3 -1.0 -0.4
H -1.3 1.4 -0.9
H 0.9 -1.4 0.7
H 0.3 -0.6 0.5
H -0.9 1.7 -1.7
H 1.1 -0.9 0.2
H 1.1 -0.1 0.2
H -1.0 -0.9 -0.1
H -1.5 -1.6 0.4
H 0.3 -0.2 0.3
O 2.4 0.8 0.3
H -0.9 -0.2 -0.2
H -5.3 0.8 -0.5
O 5.7 -0.8 0.4
H 5.4 5.1 0.7
H -0.9 0.3 -0.7
O -4.2 -5.4 -0.1
H -0.2 0.9 0.3
H -2.0 -0.2 2.3
O 0.9 0.0 -2.5
H -1.3 -0.2 -1.4
H 0.6 -0.3 -1.2
O 0.6 0.4 2.6
H -0.3 0.4 0.5
H -1.5 3.1 -1.2
O 1.8 -3.5 0.8
H 0.2 0.4 -0.9
H 0.3 0.5 -0.6
O -0.6 -0.9 1.9
H 1.7 -0.5 0.3
H 0.0 1.5 1.9
O -1.7 -0.8 -2.2
H -0.8 -2.6 0.4
H -1.9 -0.2 -0.2
O 2.6 3.0 -0.1

A cluster of 9 separate species, C7H32O9 in total. Source: the Open Molecules 2025 dataset; level of theory: wB97M-V/def2-TZVPD.

HOMO energy ... -10.06 eV
SMILES string ... CCO.CCO.CCO.CO.O.O.O.O.O
E_LUMO ... 0.008 eV
Net charge ... 0
2S+1 ... 1
Total energy ... -962.946895 Eh

Last column: Mulliken charge in e.
Atoms and positions in Å:
C: 0.1146 0.2031 0.7201  -0.457
O: 1.2691 -0.6051 0.4034  -0.501
H: 0.3896 0.5650 1.7108  0.303
H: 0.0619 1.0376 0.0209  0.182
H: -0.8276 -0.3436 0.7579  0.198
H: 2.0956 -0.1546 0.5919  0.277
C: -1.6552 -4.4739 -3.7642  -1.157
C: -1.1084 -3.8654 -2.4706  -0.160
O: -1.0223 -2.5373 -2.6851  -0.462
H: -2.6530 -4.0815 -3.9602  0.288
H: -1.7673 -5.5529 -3.6581  0.351
H: -1.0421 -4.1371 -4.6001  0.293
H: -0.0741 -4.1903 -2.3576  0.285
H: -1.7156 -3.9574 -1.5700  0.291
H: -0.4346 -2.2749 -1.9728  0.269
C: 7.4554 1.5308 1.2051  -1.162
C: 6.0688 1.7535 1.7302  -0.096
O: 5.1192 1.0691 0.8997  -0.507
H: 7.5897 1.7279 0.1415  0.325
H: 7.7156 0.5017 1.4530  0.326
H: 8.2359 2.1431 1.6568  0.350
H: 5.9307 2.8337 1.7756  0.239
H: 5.8383 1.3194 2.7031  0.232
H: 5.5118 0.2986 0.4827  0.296
C: -4.2897 1.3538 -0.6043  -0.942
C: -5.0013 -0.0369 -0.5273  -0.142
O: -5.5636 -0.2664 -1.8050  -0.529
H: -4.0934 1.6834 0.4159  0.317
H: -4.8659 2.1005 -1.1507  0.320
H: -3.3080 1.3243 -1.0771  0.191
H: -5.7859 -0.0635 0.2288  0.287
H: -4.2763 -0.8187 -0.3007  0.212
H: -5.8630 -1.1731 -1.9039  0.288
O: -2.4880 0.4032 5.3470  -0.648
H: -1.9552 1.1133 4.9891  0.329
H: -2.1517 0.2744 6.2339  0.318
O: 1.8746 -3.8901 1.9159  -0.650
H: 1.3789 -3.7238 2.7177  0.313
H: 1.6709 -3.1461 1.3492  0.334
O: -0.2873 3.7825 -2.4342  -0.604
H: -0.2899 4.6694 -2.7943  0.298
H: 0.5202 3.7335 -1.9226  0.311
O: -0.6666 3.5241 4.8458  -0.641
H: -1.4019 4.1177 4.6933  0.325
H: -0.0697 3.6890 4.1159  0.318
O: -1.4746 0.8694 -4.2304  -0.624
H: -1.6715 0.1485 -3.6323  0.302
H: -1.0372 1.5222 -3.6838  0.314

Forces on the atoms, in the same order (eV/Å):
C 1.9 0.5 0.6
O -0.9 -1.2 -0.7
H -0.9 0.5 0.2
H -0.3 0.0 0.0
H 0.4 -0.3 -0.2
H -0.2 0.4 0.1
C -0.7 0.0 0.9
C -0.1 -2.1 -1.0
O 0.5 3.7 -0.1
H -0.1 0.1 0.1
H 0.3 0.0 -0.4
H 0.2 -0.4 0.1
H -0.1 -0.9 0.6
H -0.1 -1.2 0.1
H 0.0 1.0 -0.1
C 1.0 -0.6 0.6
C -0.3 -0.4 -0.3
O -0.7 0.8 -0.4
H -0.5 -0.2 -0.1
H 0.3 -0.2 -0.4
H -0.2 0.1 0.4
H -0.9 -0.1 -0.3
H 0.9 0.4 0.4
H 0.3 0.1 0.1
C -0.1 -0.9 0.6
C 0.6 1.0 -0.7
O -0.2 0.1 -0.5
H -0.2 0.3 0.1
H -0.3 -0.2 0.2
H -0.1 -0.4 -0.2
H 0.0 0.2 0.2
H 0.2 0.0 0.2
H 0.0 -0.1 0.2
O -0.2 -0.2 -0.1
H 0.2 0.3 -0.1
H 0.1 0.0 0.2
O 0.2 -0.3 0.0
H -0.1 0.0 0.2
H -0.1 0.4 -0.2
O -0.2 -0.3 0.0
H -0.1 0.2 -0.2
H 0.2 0.0 0.1
O 0.0 -0.3 0.2
H -0.2 0.2 0.0
H 0.2 0.0 -0.2
O 0.0 0.0 -0.2
H -0.1 -0.4 0.1
H 0.1 0.4 0.1

Number 1: largest force on an atom 3.435 eV Å⁻¹, HOMO-LUMO gap 9.68 eV. Number 2: largest force on an atom 10.882 eV Å⁻¹, HOMO-LUMO gap 9.02 eV. Number 3: largest force on an atom 7.455 eV Å⁻¹, HOMO-LUMO gap 7.64 eV. Number 4: largest force on an atom 3.701 eV Å⁻¹, HOMO-LUMO gap 10.06 eV.